9
Properties=species:S:1:pos:R:3:mulliken_charge:R:1 method="wB97M-V/def2-TZVPD" lumo_energy_ha=-0.0025 de_lowest_ev=2.925 total_energy_ha=-877.72364 orbital_gap_ev=8.2055
H -0.376 2.190 0.791 0.27
N -1.274 1.788 0.882 -0.56
C -1.340 0.600 0.557 0.50
F -2.461 -0.066 0.655 -0.25
P -0.066 -0.492 -0.232 0.00
P -0.043 -2.201 -1.382 -0.10
H 0.993 0.194 0.460 0.09
H -0.391 0.262 -1.359 0.08
H -0.014 -3.166 -0.338 -0.02